[1]
{
  "formula": "C31H65N2O7",
  "method": "wB97M-V/def2-TZVPD",
  "multiplicity": 2,
  "energy_ha": -1856.15701,
  "gap_ev": [9.078, 9.041],
  "lumo_ev": [0.62, 0.16],
  "charge": 0,
  "elements": ["O", "O", "O", "O", "O", "O", "O", "N", "N", "C", "C", "C", "C", "C", "C", "C", "C", "C", "C", "C", "C", "C", "C", "C", "C", "C", "C", "C", "C", "C", "C", "C", "C", "C", "C", "C", "C", "C", "C", "C", "H", "H", "H", "H", "H", "H", "H", "H", "H", "H", "H", "H", "H", "H", "H", "H", "H", "H", "H", "H", "H", "H", "H", "H", "H", "H", "H", "H", "H", "H", "H", "H", "H", "H", "H", "H", "H", "H", "H", "H", "H", "H", "H", "H", "H", "H", "H", "H", "H", "H", "H", "H", "H", "H", "H", "H", "H", "H", "H", "H", "H", "H", "H", "H", "H"],
  "positions_angstrom": [[-5.10338, -7.52981, 2.15559], [2.76242, 4.99641, 2.99283], [-4.21050, -5.30698, 3.85572], [-4.04193, 0.05020, 0.80453], [1.97660, 3.69851, -2.00952], [-4.10167, -1.65195, 2.21791], [4.91139, 6.14696, 4.63852], [0.80996, 3.19440, -1.80714], [2.48222, -0.26353, -2.90930], [1.94823, 2.38229, 0.24136], [3.17682, 5.85539, 1.94250], [6.69859, 0.28434, -0.53562], [-4.98667, -7.59184, 3.57094], [-5.21779, -6.23881, 4.21360], [0.77610, 2.18179, -0.74096], [0.29220, 3.97852, -4.04882], [0.19304, 2.76132, -3.08283], [3.63974, 0.50009, -2.39654], [-1.29439, 2.41560, -3.00412], [-3.85244, -7.45654, 1.49527], [-3.38040, -2.95561, -0.78508], [1.17891, 0.40769, -2.71687], [4.25942, -0.24108, -1.20028], [-3.50737, -0.74240, 1.78318], [-0.74267, -3.00664, -3.15659], [4.32516, 4.87144, 4.85194], [-2.24934, -2.63470, -3.05353], [0.12433, -0.61121, -3.25642], [4.03412, 7.21896, 4.93871], [-3.63308, -0.44584, -0.49468], [0.81190, 0.68520, -1.22848], [-2.13665, -0.40871, 2.35551], [-4.35468, -1.74499, -0.91029], [5.19626, 0.61908, -0.31189], [0.19164, -1.95876, -2.52146], [3.83147, 4.25229, 3.55986], [1.08900, 1.65590, -3.66506], [-0.48839, 2.35830, 0.14207], [-3.04728, -3.59443, -2.13345], [-4.61149, -4.42536, 2.81481], [7.06313, -0.33181, 0.28303], [-2.29809, -1.65057, -2.58765], [4.96319, 0.35611, 0.72000], [2.05075, 2.06308, -3.96717], [2.57956, -0.33972, -3.91733], [-5.17196, -6.35718, 5.30128], [2.91730, 2.29541, -0.23227], [-0.88966, -0.24062, -3.10299], [2.38684, 6.58446, 1.76692], [-1.54323, 1.61776, -2.31045], [-2.26738, 0.44021, 3.02392], [-0.74701, 3.41227, 0.23050], [-2.54467, -0.58044, -0.47759], [-2.65972, -2.61745, -4.06137], [1.87501, 1.57526, 0.97084], [-0.14986, 0.23358, -0.99711], [4.09457, 6.39263, 2.19275], [1.28081, 4.02905, -4.49278], [3.51204, -0.76015, -0.60361], [-5.22450, -1.93196, -0.29118], [4.43639, 8.12078, 4.47788], [-0.10269, -1.86947, -1.47225], [-3.96287, -3.87930, -2.65493], [6.85333, -0.28250, -1.45449], [0.24804, -0.77811, -4.33074], [-4.63058, -1.61252, -1.95538], [-0.61024, -3.92172, -2.57233], [1.53403, 0.16307, -0.60695], [-3.72018, -3.96265, 2.40444], [-4.02978, -7.12027, 0.47397], [-6.21035, -5.85280, 3.96118], [-4.01123, -7.99565, 3.85800], [3.02993, 7.04684, 4.54490], [-3.38038, -8.44458, 1.46692], [5.03707, 1.69038, -0.42463], [3.51630, 4.93558, 5.58631], [5.10599, 4.22828, 5.27020], [-1.63104, 2.21039, -4.01639], [-2.47126, -2.67723, -0.24928], [-1.78904, -1.29211, 2.87222], [-1.45474, -0.17856, 1.53666], [4.87582, -1.03772, -1.61922], [3.43390, 1.55842, -2.20635], [1.19495, -2.38154, -2.52292], [-3.87505, -3.70945, -0.16900], [3.97870, 7.37138, 6.02184], [-2.50552, -4.52280, -1.93809], [-5.26121, -3.64320, 3.21116], [-0.42776, -3.26887, -4.16677], [-5.75846, -8.28320, 3.92346], [-5.12915, -4.95794, 2.01136], [4.64983, 4.14881, 2.84110], [-1.34737, 1.79789, -0.22803], [0.14081, 4.90120, -3.49321], [0.59558, 1.31162, -4.57863], [-0.27694, 1.98125, 1.14004], [-3.17763, -6.74830, 1.98237], [3.44241, 3.25275, 3.77892], [7.26075, 1.20978, -0.65390], [1.79794, 3.31752, 0.78177], [3.33607, 5.27699, 1.02620], [4.39217, 0.47793, -3.18988], [-1.82250, 3.31342, -2.67250], [-0.44377, 3.85166, -4.84120], [-3.80676, 0.35915, -1.20745]],
  "lowdin_spin": [0.000, 0.000, 0.000, 0.000, 0.525, 0.000, 0.000, 0.365, 0.001, -0.002, 0.000, 0.000, 0.000, 0.000, 0.027, 0.001, 0.027, 0.003, 0.000, 0.000, 0.000, 0.001, 0.001, 0.000, 0.000, 0.000, 0.000, 0.000, 0.000, 0.000, 0.016, 0.000, 0.000, 0.000, 0.000, 0.000, 0.018, 0.007, 0.000, 0.000, 0.000, 0.000, 0.000, 0.003, 0.000, 0.000, 0.000, 0.000, 0.000, 0.000, 0.000, 0.002, 0.000, 0.000, 0.000, 0.000, 0.000, -0.001, 0.000, 0.000, 0.000, 0.000, 0.000, 0.000, 0.000, 0.000, 0.000, 0.002, 0.000, 0.000, 0.000, 0.000, 0.000, 0.000, 0.000, 0.000, 0.000, 0.000, 0.000, 0.000, 0.000, 0.000, 0.002, 0.000, 0.000, 0.000, 0.000, 0.000, 0.000, 0.000, 0.000, 0.000, 0.000, 0.000, 0.001, 0.000, 0.000, 0.000, 0.000, 0.000, 0.000, 0.000, 0.001, 0.000, 0.000]
}

---

[2]
{
  "formula": "C31H68Cl2N3O14",
  "method": "wB97M-V/def2-TZVPD",
  "energy_ha": -3359.32082,
  "gap_ev": 6.397,
  "lumo_ev": -3.51,
  "charge": 1,
  "elements": ["Cl", "Cl", "O", "O", "O", "O", "O", "O", "O", "O", "O", "O", "O", "O", "O", "O", "N", "N", "N", "C", "C", "C", "C", "C", "C", "C", "C", "C", "C", "C", "C", "C", "C", "C", "C", "C", "C", "C", "C", "C", "C", "C", "C", "C", "C", "C", "C", "C", "C", "C", "H", "H", "H", "H", "H", "H", "H", "H", "H", "H", "H", "H", "H", "H", "H", "H", "H", "H", "H", "H", "H", "H", "H", "H", "H", "H", "H", "H", "H", "H", "H", "H", "H", "H", "H", "H", "H", "H", "H", "H", "H", "H", "H", "H", "H", "H", "H", "H", "H", "H", "H", "H", "H", "H", "H", "H", "H", "H", "H", "H", "H", "H", "H", "H", "H", "H", "H", "H"],
  "positions_angstrom": [[6.10136, 1.40518, -6.43845], [7.78440, 0.73826, -3.94486], [1.56076, 0.45525, -4.20961], [-6.70171, -4.23383, -2.02072], [-6.20945, -5.55570, 1.51176], [2.10324, 1.50694, -1.37486], [-5.51928, -7.15116, 4.04238], [-0.83647, 1.02906, -2.11688], [6.75674, 6.97952, -1.98158], [-5.63419, -3.56110, -4.81719], [4.02105, 3.65110, 3.41157], [-7.34171, -4.70802, 4.42436], [2.29026, 3.63456, 5.94621], [6.26172, 5.46169, -0.69855], [-3.68333, -3.19248, -2.47379], [4.23734, 6.10870, 5.24073], [7.87026, 3.21447, -0.22965], [5.53000, 3.48186, -1.98962], [5.85064, 6.23739, -1.74333], [4.10687, 6.09016, 3.82557], [3.29455, 4.88218, 3.37559], [3.08363, 2.57211, 5.43212], [4.30673, 3.12150, 4.70949], [-7.93762, -3.80985, -1.47862], [-5.29086, -5.12746, 0.52364], [-2.34857, -3.66142, -2.44386], [7.80909, 2.51037, -1.55512], [-5.36831, -2.40098, -4.02917], [6.47123, 3.25208, 0.31492], [2.12328, 0.96570, -5.40020], [5.44889, 6.70405, 5.66739], [6.06357, 2.58048, -5.04510], [-5.17722, -5.80070, 4.35437], [2.06063, 0.16135, -1.85653], [-6.21549, -5.08474, 5.20914], [6.81312, 2.29878, -3.88960], [-0.28187, 2.15864, -1.45479], [-8.54372, -4.69729, 5.17089], [-6.21606, -6.96901, 1.67626], [-6.85853, -4.99260, -3.21535], [-3.92409, -2.29679, -3.55571], [-1.77756, 0.33735, -1.31594], [0.91565, 3.30554, 6.01083], [-5.65064, -4.80929, -4.12485], [6.86119, 3.27446, -2.61920], [-6.58244, -7.33975, 3.10785], [5.60474, 4.15964, -0.68290], [1.14411, 2.41102, -1.92690], [5.19367, 3.89105, -5.20733], [2.55062, 0.00594, -3.29058], [-5.56283, -1.55258, -4.69180], [-5.23502, -7.39197, 1.43179], [2.74145, -1.05211, -3.50170], [-1.65574, -2.83915, -2.24372], [7.35269, 4.24736, -2.96891], [6.30890, 6.18561, 5.22813], [1.44228, 3.40138, -1.56816], [-6.96392, -7.37874, 0.98762], [3.40366, 1.95710, 6.28037], [2.35416, 4.79849, 3.92001], [3.48262, 0.57016, -3.41817], [-8.72517, -5.67832, 5.62352], [1.21308, 2.44091, -3.01494], [0.36722, 4.19699, 6.31715], [3.58713, 7.00969, 3.53195], [8.84828, 2.51441, -2.00064], [-2.09132, -4.15242, -3.38874], [1.07076, -0.27371, -1.71700], [-4.93489, -5.23823, 3.45216], [8.35836, 4.12243, -0.23946], [2.74259, -0.39816, -1.20912], [5.78633, 4.84577, -5.06849], [6.42325, 3.59283, 1.39179], [0.74723, 2.51230, 6.74539], [-5.60420, -5.47566, -0.46224], [-3.25170, -2.50795, -4.39409], [5.51054, 6.60488, 6.75173], [-4.71369, -4.97376, -3.59152], [-5.78008, -4.16572, 5.61958], [-5.70358, -5.57210, -4.90711], [4.84547, 3.84770, 5.31877], [-6.51696, -5.73783, 6.03509], [-2.65128, 0.96517, -1.12246], [-5.27123, -4.03692, 0.52611], [0.54303, 2.99545, 5.02899], [-8.50986, -3.92421, 5.94344], [2.61989, 0.16740, -5.96022], [-6.94686, -6.04704, -2.92927], [-4.25431, -5.86566, 4.93839], [8.41618, 2.60594, 0.41350], [3.03265, 5.03102, 2.32311], [1.31837, 1.38045, -6.00832], [-2.26747, -4.39980, -1.64450], [2.83409, 1.77004, -5.17870], [-0.28400, 2.01458, -0.36895], [-7.48937, -6.83256, 3.43837], [-1.32049, 0.01964, -0.37224], [7.41645, 1.45903, -1.34079], [2.50116, 1.95250, 4.74080], [4.87538, 3.98568, -2.59573], [4.56908, 4.30344, -0.21688], [-3.73205, -1.28179, -3.18893], [-9.36517, -4.48236, 4.48585], [5.09127, 6.06580, 3.34343], [-6.07414, -2.31725, -3.20237], [-6.79794, -8.41212, 3.12930], [4.23564, 3.86196, -4.57972], [-4.28074, -5.48815, 0.74947], [-2.09168, -0.55512, -1.85766], [-8.51110, -3.23984, -2.21683], [-0.90757, 3.02425, -1.70244], [5.47037, 7.76445, 5.40290], [-7.73029, -3.15650, -0.63001], [4.99375, 2.28752, 4.53599], [6.06037, 2.19507, 0.21792], [-8.51829, -4.67073, -1.13309], [-7.76565, -4.69038, -3.75031], [4.82465, 3.89726, -6.29160]],
  "mulliken_charge": [-0.162, -0.180, -0.238, -0.072, -0.260, -0.312, -0.476, -0.252, -0.348, -0.486, -0.267, -0.237, -0.279, -0.160, -0.055, -0.272, 0.005, -0.070, 0.182, -0.552, -0.426, -0.637, -0.428, -0.977, -0.984, -0.670, -1.433, -0.438, -0.842, -0.420, -0.767, 0.294, -0.223, -0.359, -0.582, -0.132, -0.749, -0.808, -0.599, -0.627, -0.479, -0.171, -0.782, -0.401, 0.758, -0.365, -0.204, -0.277, -1.086, -0.328, 0.393, 0.375, 0.457, 0.068, 0.269, 0.319, 0.399, 0.386, 0.425, 0.141, 0.098, 0.352, 0.116, 0.237, 0.429, 0.414, 0.392, 0.023, 0.029, 0.431, 0.422, 0.362, 0.447, 0.329, 0.345, 0.462, 0.240, 0.101, 0.388, 0.397, 0.200, 0.362, 0.396, 0.258, 0.341, 0.329, 0.325, 0.402, 0.413, 0.393, 0.462, 0.272, 0.223, -0.058, 0.358, 0.126, 0.372, 0.459, 0.355, 0.249, 0.491, 0.233, 0.228, 0.277, 0.125, 0.418, 0.151, 0.483, -0.487, 0.436, 0.424, 0.331, 0.241, 0.361, 0.288, 0.333, 0.454, 0.355]
}